(1)
# C6H5ClN2O

The molecule C6H5ClN2O (the ωB97M-V functional and the def2-TZVPD basis, the Open Molecules 2025 dataset).

Geometry as XYZ:
```
15
C6H5ClN2O the ωB97M-V functional and the def2-TZVPD basis
C -2.02643 0.34739 0.53034
N -0.92438 -0.42956 -0.02462
C -0.14491 0.32274 -1.00556
C 1.17163 0.66833 -0.61067
C 2.26378 0.87315 -0.18547
C 3.56793 1.00514 0.22334
N 4.64392 1.06396 0.59455
C -0.60105 -1.63318 0.47171
O -1.21515 -2.25342 1.27865
Cl 0.70548 -2.41853 -0.46915
H -2.61750 0.72682 -0.14888
H -2.44898 -0.28560 1.25525
H -1.62717 1.04647 1.17739
H -0.65754 1.16471 -1.22510
H -0.08963 -0.19842 -1.86177
```

Values from the calculation:
Spin multiplicity: 1
ΔE to the lowest compared entry with this formula, charge and spin (eV): 1.812
SMILES: CN(CC#CC#N)C(=O)Cl
HOMO-LUMO gap (eV): 10.94
LUMO energy (eV): 0.41

These are the Mulliken partial charges, in e, on atoms 1 to 6:
1. C -1.31
2. N 0.05
3. C -1.52
4. C 0.33
5. C 0.36
6. C 0.15

---

(2)
# C6H5ClNOS

The ion C6H5ClNOS with charge -1 (the ωB97M-V functional and the def2-TZVPD basis, the Open Molecules 2025 dataset).

Geometry as XYZ:
```
15
C6H5ClNOS the ωB97M-V functional and the def2-TZVPD basis
O -0.48990 2.48415 -2.97858
N -1.24793 2.01664 -2.10570
S -3.04370 1.34116 -2.88477
Cl -3.93865 -0.44911 -3.67985
C -0.72130 1.04048 -1.17049
C 0.66125 0.76144 -1.18775
C 1.10663 -0.27162 -0.41792
C 0.30065 -0.80445 0.67552
C -0.98480 -0.27051 0.76885
C -1.49099 0.62881 -0.11414
H 1.33208 1.19139 -1.83249
H 2.25388 -0.55889 -0.47189
H 0.65670 -1.36642 1.54246
H -1.49109 -0.64098 1.72086
H -2.40847 1.16638 0.04251
```

Values from the calculation:
Spin multiplicity: 1
Net charge: -1
ΔE to the lowest compared entry with this formula, charge and spin (eV): 0.000
SMILES: [O-]N(SCl)c1ccccc1
HOMO-LUMO gap (alpha / beta) (eV): 6.90 / 6.77
LUMO energy (alpha / beta) (eV): 3.42 / 3.24

These are the Mulliken partial charges, in e, on atoms 1 to 6:
1. O -0.56
2. N -0.01
3. S -0.16
4. Cl -0.39
5. C 0.30
6. C -0.47

---

(3)
# C6H5ClO4S2

The molecule C6H5ClO4S2 (the ωB97M-V functional and the def2-TZVPD basis, the Open Molecules 2025 dataset).

Geometry as XYZ:
```
18
C6H5ClO4S2 the ωB97M-V functional and the def2-TZVPD basis
C -1.40158 1.73721 -0.14097
C -0.42741 0.77251 -0.43736
C -1.00911 2.90951 0.50621
C 0.26222 3.09934 0.89658
C 0.86563 1.00042 -0.11548
C 1.19728 2.21522 0.55193
O 2.22524 -0.60994 1.29199
O 3.49495 0.40714 -0.67156
O 1.78920 -1.32712 -0.90153
O 1.34488 -3.77990 -0.07239
S 2.23865 -0.08982 -0.05478
S 2.21657 -2.65881 0.12492
Cl 3.97023 -2.86178 -0.92953
H -2.45280 1.54418 -0.33590
H -0.73262 -0.18809 -0.95716
H -1.81719 3.62282 0.81796
H 0.57811 3.91700 1.47631
H 2.15315 2.21952 0.95413
```

Values from the calculation:
Spin multiplicity: 1
HOMO-LUMO gap (eV): 10.30
LUMO energy (eV): 0.14

These are the Mulliken partial charges, in e, on atoms 1 to 6:
1. C -0.47
2. C -0.10
3. C -0.29
4. C -0.56
5. C 0.50
6. C -0.71

---

(4)
# C6H5F2IO

The molecule C6H5F2IO (the ωB97M-V functional and the def2-TZVPD basis, the Open Molecules 2025 dataset).

Geometry as XYZ:
```
15
C6H5F2IO the ωB97M-V functional and the def2-TZVPD basis
C 0.42101 1.60675 -1.59770
C 0.93904 1.34101 -0.44630
F 2.32563 1.17487 -0.21513
C 0.24934 1.32683 0.88703
C -0.69214 0.54890 1.34352
C -1.04566 -0.70488 0.60089
O -0.12539 -1.55955 0.38685
C -2.24544 -0.89672 0.01858
F -2.54025 -2.08757 -0.73907
I -3.98839 0.27270 0.35341
H 1.06660 1.70771 -2.44362
H -0.60044 1.58099 -1.71864
H 0.63640 2.09572 1.49555
H -1.19086 0.68107 2.29730
H -0.38317 -2.45349 0.24270
```

Values from the calculation:
Spin multiplicity: 1
ΔE to the lowest compared entry with this formula, charge and spin (eV): 0.599
SMILES: C=C(F)/C=C\C(O)=C(\F)I
HOMO-LUMO gap (eV): 9.06
LUMO energy (eV): 0.31

These are the Mulliken partial charges, in e, on atoms 1 to 6:
1. C -0.79
2. C 0.39
3. F -0.28
4. C -0.42
5. C -0.62
6. C 0.44

---

(5)
# C6H5F6N2

A structure of composition C6H5F6N2 (the ωB97M-V functional and the def2-TZVPD basis, the Open Molecules 2025 dataset).

Geometry as XYZ:
```
19
C6H5F6N2 the ωB97M-V functional and the def2-TZVPD basis
C 0.76738 -0.16932 1.79244
C 0.47921 -1.11975 0.91455
C 0.41001 0.80406 -0.14199
C 0.94918 2.39420 1.71129
C -0.25044 -1.30404 -1.96729
C -1.82042 -1.30104 -1.76776
N 0.76874 1.02245 1.16212
N 0.28065 -0.52465 -0.34733
F 0.28424 1.73206 -1.03524
F 0.21570 -0.51279 -2.86903
F 0.37049 -2.45681 -1.96312
F -2.13075 -2.46566 -1.23760
F -2.38067 -1.21082 -2.96195
F -2.17615 -0.33645 -0.95410
H 0.74507 -0.27685 2.94996
H 0.34239 -2.19676 1.27211
H 1.36376 2.17694 2.59245
H 1.71504 2.66962 1.07145
H 0.06656 3.07561 1.77904
```

Values from the calculation:
Spin multiplicity: 1
Net charge: +1
ΔE to the lowest compared entry with this formula, charge and spin (eV): 1.453
HOMO-LUMO gap (eV): 10.35
LUMO energy (eV): -3.74

These are the Mulliken partial charges, in e, on atoms 1 to 6:
1. C 0.00
2. C -0.53
3. C 0.46
4. C -0.95
5. C 0.59
6. C 0.84

---

(6)
# C6H5F6NO9PdS2

A structure of composition C6H5F6NO9PdS2 (the ωB97M-V functional and the def2-TZVPD basis, the Open Molecules 2025 dataset).

Geometry as XYZ:
```
30
C6H5F6NO9PdS2 the ωB97M-V functional and the def2-TZVPD basis
Pd -0.15428 -0.77288 -1.48063
O -0.69975 -4.45056 0.33561
C -0.69407 -3.17432 0.13865
O -0.36582 -2.69634 -0.95429
C -1.11226 -2.43793 1.39327
O -1.32289 -1.04890 1.13168
C -1.03620 -0.16991 2.10435
C -2.28825 -0.27131 -3.58813
O -2.90233 0.41187 -4.25663
O -1.65852 -1.01034 -2.90984
H -0.41403 -4.95665 -0.44880
H -2.03959 -2.88647 1.75467
H -0.33002 -2.59761 2.14084
H -1.08734 -0.52748 3.12883
H -1.50695 0.78988 1.91211
F 3.07882 1.54237 2.45629
C 3.07744 0.61347 1.54287
F 3.33023 -0.57091 2.03947
F 3.85621 0.90135 0.53614
S 1.32493 0.51011 0.83829
O 0.52891 0.12206 2.06218
O 1.35682 -0.61083 -0.12923
N 1.00406 1.87240 0.24079
S -0.14198 2.10273 -0.84785
O 0.06438 1.15885 -1.99494
O -1.45096 2.10796 -0.28784
C 0.33140 3.76047 -1.59743
F 0.17515 4.65995 -0.66238
F -0.49745 3.94153 -2.59568
F 1.57433 3.68744 -2.00238
```

Values from the calculation:
Spin multiplicity: 1
Net charge: +2
HOMO-LUMO gap (eV): 9.10
LUMO energy (eV): -9.47

These are the Mulliken partial charges, in e, on atoms 1 to 6:
1. Pd 1.12
2. O -0.37
3. C 0.61
4. O -0.52
5. C -0.40
6. O -0.28

---

(7)
# C6H5FNS

A cluster of 2 separate species, C6H5FNS in total (the ωB97M-V functional and the def2-TZVPD basis, the Open Molecules 2025 dataset).

Geometry as XYZ:
```
14
C6H5FNS the ωB97M-V functional and the def2-TZVPD basis
C 1.38681 1.00716 -0.03957
C 2.05196 -0.20126 -0.17328
C 0.01331 1.01314 0.15957
C 1.35558 -1.39087 -0.11954
C -0.69481 -0.16803 0.21312
C -0.03053 -1.39246 0.06658
N -3.24307 1.51278 -0.09007
F -4.59516 1.33112 -0.11042
S -0.88058 -2.89662 0.11468
H 1.93369 1.93947 -0.09167
H 3.12596 -0.21582 -0.32316
H -0.52900 1.94038 0.26709
H 1.87117 -2.33840 -0.21768
H -1.76533 -0.14060 0.34435
```

Values from the calculation:
Spin multiplicity: 1
Net charge: -1
HOMO-LUMO gap (alpha / beta) (eV): 4.07 / 4.10
LUMO energy (alpha / beta) (eV): 1.58 / 1.61

These are the Mulliken partial charges, in e, on atoms 1 to 6:
1. C -0.56
2. C -0.27
3. C -0.11
4. C -0.45
5. C -0.39
6. C -0.19

---

(8)
# C6H5FO

The molecule C6H5FO (the ωB97M-V functional and the def2-TZVPD basis, the Open Molecules 2025 dataset).

Geometry as XYZ:
```
13
C6H5FO the ωB97M-V functional and the def2-TZVPD basis
C -1.31588 -1.44465 -0.07087
C -1.96326 -0.31567 -0.00382
C 0.59439 -0.45221 0.00791
C 0.01639 0.86440 0.00747
C 1.72451 -1.10404 0.07785
C 0.69791 2.01192 -0.04139
O -1.36022 0.90303 0.05877
F -3.30081 -0.15916 0.00213
H -1.47564 -2.48538 -0.13720
H 2.67967 -0.59893 0.12910
H 1.75326 -2.18021 0.08788
H 0.17864 2.95413 -0.03473
H 1.77103 2.00677 -0.08310
```

Values from the calculation:
Spin multiplicity: 1
ΔE to the lowest compared entry with this formula, charge and spin (eV): 3.457
HOMO-LUMO gap (eV): 9.15
LUMO energy (eV): 0.41

These are the Mulliken partial charges, in e, on atoms 1 to 6:
1. C -0.56
2. C 0.39
3. C 0.40
4. C 0.57
5. C -0.77
6. C -1.04

---

(9)
# C6H5I

A structure of composition C6H5I (the ωB97M-V functional and the def2-TZVPD basis, the Open Molecules 2025 dataset).

Geometry as XYZ:
```
12
C6H5I the ωB97M-V functional and the def2-TZVPD basis
C 0.50789 -0.05608 0.28569
C 1.93853 -0.03289 0.60367
C -0.58206 -0.67351 -0.35886
C -1.06170 -1.10941 -1.47564
C -0.77268 -0.26554 1.11389
C 1.19001 1.26021 0.44193
I 2.40562 2.17008 -1.18168
H -1.98897 -1.41473 -1.55046
H -0.40762 -1.16542 -2.28028
H -1.46383 0.43385 1.49662
H -0.65766 -1.08078 1.69857
H 0.89244 1.93421 1.20655
```

Values from the calculation:
Spin multiplicity: 1
ΔE to the lowest compared entry with this formula, charge and spin (eV): 3.930
HOMO-LUMO gap (eV): 7.95
LUMO energy (eV): -0.98

These are the Mulliken partial charges, in e, on atoms 1 to 6:
1. C 1.00
2. C -0.75
3. C 0.40
4. C -0.89
5. C -0.78
6. C -0.67

---

(10)
# C6H5IrN2O6

A structure of composition C6H5IrN2O6 (the ωB97M-V functional and the def2-TZVPD basis, the Open Molecules 2025 dataset).

Geometry as XYZ:
```
20
C6H5IrN2O6 the ωB97M-V functional and the def2-TZVPD basis
O 0.46560 -4.27147 -0.50827
C 1.39084 -3.97596 0.16963
Ir -0.26794 0.54221 -1.21965
O 2.75177 -2.08269 0.98784
C 2.15111 -3.00904 0.54826
C 1.52421 0.78452 -1.74775
O 2.66480 0.86896 -1.99197
C -1.01431 3.95624 -1.94784
O -1.21350 5.04167 -2.22486
C -1.22788 0.30545 -2.78299
O -1.80937 0.23995 -3.79991
H 0.08771 -0.84168 -1.02858
N -0.35930 0.92919 2.88286
C -0.57073 0.58830 1.60728
N -1.29659 -0.49009 1.30282
O -0.09155 1.37704 0.71868
H -0.59025 0.27263 3.60813
H 0.24675 1.70648 3.09119
H -1.28161 -0.78342 0.32426
H -1.55973 -1.15830 2.01086
```

Values from the calculation:
Spin multiplicity: 6
Net charge: +3
ΔE to the lowest compared entry with this formula, charge and spin (eV): 1.927
HOMO-LUMO gap (alpha / beta) (eV): 3.17 / 3.96
LUMO energy (alpha / beta) (eV): -14.77 / -18.64

These are the Mulliken partial charges, in e, on atoms 1 to 6:
1. O -0.28
2. C 0.26
3. Ir 0.83
4. O -0.36
5. C 0.51
6. C 0.39

---

(11)
# C6H5IrN6O2S3Sb2Se4

A structure of composition C6H5IrN6O2S3Sb2Se4 (the ωB97M-V functional and the def2-TZVPD basis, the Open Molecules 2025 dataset).

Geometry as XYZ:
```
29
C6H5IrN6O2S3Sb2Se4 the ωB97M-V functional and the def2-TZVPD basis
Ir -0.42680 -0.09980 0.30500
N -1.34490 3.16950 2.90310
C -0.94900 1.89490 2.88150
N -0.85670 1.50700 1.62140
C -1.21270 2.61580 0.89520
N -1.51250 3.63650 1.66740
C -1.23930 2.53510 -0.54140
C -1.64680 3.58400 -1.36470
N -1.69600 3.46410 -2.67470
C -1.31420 2.30210 -3.19210
C -0.87630 1.25150 -2.39950
N -0.85740 1.34760 -1.07000
H -1.48800 3.76770 3.70440
H -0.71260 1.30460 3.75190
H -1.93860 4.52870 -0.93120
H -1.36440 2.21680 -4.26910
H -0.53580 0.32410 -2.83450
S 2.67290 -2.63530 -0.42410
Sb 0.54100 -3.43220 0.20340
S -0.34910 -1.77170 1.92600
S -0.69990 -1.83110 -1.18610
Se 1.43690 0.22430 4.90340
Sb 1.80950 -1.37880 3.14080
Se 2.62410 2.04520 1.31110
Se 2.87010 -3.51060 3.47060
Se 2.22070 -0.03110 0.79510
O 2.32500 -1.56050 -3.24730
N 2.42640 -1.03950 -2.17880
O 1.84810 -0.05400 -1.74440
```

Values from the calculation:
Spin multiplicity: 1
ΔE to the lowest compared entry with this formula, charge and spin (eV): 2.311
HOMO-LUMO gap (alpha / beta) (eV): 4.62 / 4.62
LUMO energy (alpha / beta) (eV): -3.00 / -3.00

These are the Mulliken partial charges, in e, on atoms 1 to 6:
1. Ir 0.92
2. N 0.14
3. C -0.20
4. N -0.18
5. C 0.11
6. N -0.72

---

(12)
# C6H5N

The molecule C6H5N (the ωB97M-V functional and the def2-TZVPD basis, the Open Molecules 2025 dataset).

Geometry as XYZ:
```
12
C6H5N the ωB97M-V functional and the def2-TZVPD basis
C 1.83440 1.78485 -0.87921
C 0.81506 1.34232 -0.41326
C -0.42973 1.01611 0.24945
N -0.41196 0.31695 1.53500
C -1.02838 -0.35051 0.38708
C -0.50942 -1.57161 -0.20407
C -0.25743 -2.64832 -0.68458
H 2.73537 2.19235 -1.28647
H -1.14797 1.83352 0.22120
H 0.52474 -0.05192 1.68540
H -2.11660 -0.36027 0.47265
H -0.02878 -3.60493 -1.11480
```

Values from the calculation:
Spin multiplicity: 1
ΔE to the lowest compared entry with this formula, charge and spin (eV): 3.736
SMILES: C#C[C@@H]1N[C@@H]1C#C
HOMO-LUMO gap (eV): 10.33
LUMO energy (eV): 1.03

These are the Mulliken partial charges, in e, on atoms 1 to 6:
1. C 0.38
2. C -0.79
3. C -0.19
4. N -0.61
5. C -0.26
6. C -0.74